C19H22Cl28N5 | the ωB97M-V functional and the def2-TZVPD basis

Calculated values
Max |F|, hartree/bohr: 0.1353
Total charge: +1
Energy, eV: -378114.273
HOMO-LUMO gap, hartree: 0.2174

Last column: Mulliken charge in e.
CARTESIAN COORDINATES (ANGSTROEM)
Cl -0.9011 -3.6965 -5.6424  -0.07
Cl -2.4307 -3.6525 -3.3619  -0.06
H -1.3957 0.9797 -1.8585  0.11
C 8.2338 1.6044 -0.1956  0.34
C 0.3738 -1.4399 0.1307  -0.31
Cl -8.5281 -4.4190 -5.4461  -0.08
Cl 9.4086 7.9031 0.0557  -0.10
Cl 9.1151 2.3078 1.1839  -0.07
Cl -8.1508 -3.0365 -2.9140  -0.09
Cl -7.4161 -3.3542 3.4089  -0.06
Cl -6.2662 -5.3561 1.6383  -0.09
Cl -9.0719 -1.5674 -5.2504  -0.08
N 1.1368 1.8612 -0.0607  0.56
H -0.0104 -2.5470 0.2601  0.35
C 8.7996 6.6111 1.1208  0.27
H 0.0686 -1.1290 -0.9760  -0.02
Cl -4.6927 -4.2840 3.8383  -0.09
H 1.6021 3.9947 -0.6620  0.41
N 1.2169 3.7414 1.5573  -0.54
Cl -5.1497 2.0844 4.0711  -0.08
H -2.4402 -0.3428 4.1870  0.24
Cl 6.6176 1.0775 0.3385  -0.16
C 4.4576 0.1604 0.0042  -0.40
N -0.9648 1.9061 -1.5588  -0.17
H 1.6822 3.2629 2.3603  0.25
C -2.8625 0.6922 2.1961  -0.42
H -0.6754 1.7798 1.7487  0.40
Cl -2.5931 -3.7064 -0.4573  -0.08
Cl 8.0654 2.8285 -1.4792  -0.14
C 5.1675 -1.0389 0.9277  -0.37
H 2.0576 -3.3501 1.7004  0.28
H -3.9752 0.3271 1.9818  0.17
C 2.8379 -0.0135 -0.2471  0.52
C -0.3496 1.9068 -0.3291  -0.39
Cl 0.7489 -1.7133 -6.9876  -0.10
Cl 7.3056 7.1578 1.9230  -0.10
H 2.8985 3.0544 0.3691  0.26
H -2.9889 1.3259 0.2171  0.33
C -2.1266 -0.5039 3.0536  -0.58
Cl -4.9426 -3.0273 -2.0333  0.07
C 2.7185 -2.4735 1.2901  -0.61
Cl 10.0289 6.2280 2.3524  -0.10
Cl -5.3130 -2.6088 1.5416  0.01
N -1.2816 1.9617 0.8949  -0.20
Cl 9.1370 0.2037 -0.8255  -0.11
Cl -6.3316 -2.5375 -5.1291  -0.08
C -5.9220 -3.9008 2.6068  0.26
H -1.0409 2.7703 -2.1425  0.23
Cl -0.0805 -4.1170 -8.4018  -0.09
Cl 8.4555 5.1559 0.1523  0.02
Cl -6.9560 0.0873 2.9690  -0.06
N -2.2255 0.9357 0.8261  0.03
C -3.1692 -2.8885 -1.9316  0.17
Cl -2.7106 -1.1678 -1.8741  -0.20
H -2.8857 1.6565 2.8676  0.20
C -8.0206 -2.8901 -4.6849  0.32
C -6.0931 0.6174 4.4350  0.28
H 2.6502 1.7872 -1.6956  0.43
C 1.9063 1.0772 -1.0978  -0.93
H 4.8321 -3.1550 2.2449  0.29
H -2.5705 -1.5556 2.7240  0.11
H 1.2543 0.5199 -1.8935  0.35
H -0.9538 -0.5041 2.9771  0.29
Cl -7.2723 0.9736 5.7222  -0.08
Cl 1.8790 -4.2933 -6.2584  -0.09
H 6.3336 -0.8899 1.1225  0.27
C 1.7310 3.2247 0.2154  -0.50
Cl -4.9942 -0.6759 4.9776  -0.05
H -0.1169 -0.7026 0.9282  -0.10
H 5.0542 1.0716 -0.4327  0.59
C 4.3494 -2.3199 1.5634  -0.47
C 2.0131 -1.3042 0.3788  0.37
C 0.4115 -3.4550 -6.8225  0.32
H 1.3215 4.7797 1.5876  0.24



C19H22ClFN2OS | the ωB97M-V functional and the def2-TZVPD basis

Calculated values
Max |F|, hartree/bohr: 0.0126
Total charge: 0
Energy, eV: -51162.707
SMILES: O[C@@H](CSc1ccccc1Cl)CN1CCN(c2ccccc2F)CC1
HOMO-LUMO gap, hartree: 0.3022
Relative energy (zero: lowest compared OMol25 entry of this formula, charge and spin), kcal/mol: 0.00

Last column: Mulliken charge in e.
CARTESIAN COORDINATES (ANGSTROEM)
F -0.6834 -0.0864 -3.3741  -0.33
Cl 1.2952 -1.5185 4.8979  -0.21
H 1.0672 0.0553 -1.5572  0.30
C -1.7959 0.5744 -2.9478  0.55
N -0.5206 2.3141 -1.7413  0.15
C 0.3894 -2.2304 3.6076  0.71
C 1.0284 -2.8482 2.5370  -0.13
C 0.7588 2.0426 -2.3597  -1.46
H -0.1269 0.8146 0.4858  0.18
S 2.8054 -2.9026 2.3936  -0.07
H 2.5595 0.8983 -2.0079  0.46
C -1.6965 1.7051 -2.1235  0.49
H 2.9817 -2.3005 -0.0714  0.38
H 4.2223 -1.0554 2.0118  0.39
H 1.3082 2.9913 -2.3771  0.38
C 0.4657 1.7467 0.4248  -0.40
N 1.7519 1.5525 -0.2109  0.08
C 0.2617 -3.4538 1.5498  -0.26
H 2.7983 -0.5582 2.9623  0.36
C 3.1385 -1.1251 2.0985  -0.96
C 1.5767 1.0300 -1.5549  -0.19
H -5.0497 2.2158 -1.8019  0.38
H -1.4748 -1.6976 4.4973  0.44
H -2.8244 -2.7439 2.7170  0.40
C 2.4662 -0.6534 0.8126  1.15
H -2.9919 -0.8267 -3.9908  0.44
H 3.6944 0.9368 0.0737  0.49
H -2.9180 3.1599 -1.1306  0.44
C -4.1368 1.7405 -2.1286  -0.73
H -5.1358 0.2113 -3.2610  0.38
C -3.0041 0.0477 -3.3584  -0.61
C -1.7472 -2.7810 2.6660  -0.42
C -1.1191 -3.4233 1.6118  -0.68
H -1.2942 2.9471 0.1015  0.52
C -4.1907 0.6243 -2.9470  -0.43
H 0.6243 2.1215 1.4390  0.51
H 1.3777 -0.8147 0.9138  -0.10
H 0.6256 1.7064 -3.3850  0.50
C -0.3354 2.7772 -0.3846  -1.37
H -1.7016 -3.8928 0.8345  0.41
H 0.7640 -3.9465 0.7313  0.39
H 2.7965 1.3577 1.5487  0.43
H 0.2259 3.7170 -0.4125  0.34
O 2.9535 -1.3605 -0.3000  -0.56
C -0.9952 -2.1882 3.6647  -0.65
C -2.9249 2.2674 -1.7367  -0.44
C 2.7302 0.8518 0.5819  -1.68



C19H22CuN2Te | the ωB97M-V functional and the def2-TZVPD basis

Calculated values
Max |F|, hartree/bohr: 0.1012
Total charge: 0
Multiplicity: 2
Energy, eV: -74968.278
HOMO-LUMO gap (spin up / spin down), hartree: 0.1946 / 0.1856
Relative energy (zero: lowest compared OMol25 entry of this formula, charge and spin), kcal/mol: 0.00

Last column: Mulliken charge in e.
CARTESIAN COORDINATES (ANGSTROEM)
Te -0.5605 -0.3582 1.7743  -0.06
H 0.6816 0.1627 -3.4368  0.28
C 2.7655 -2.9236 4.3022  -0.48
H 1.7307 -4.6760 3.5727  0.38
H 1.3014 2.9008 -0.1850  0.47
H 1.6931 0.3086 3.7694  0.36
H -5.3166 -0.5269 -2.7104  0.38
H 0.9151 -1.7240 -1.3198  0.24
H 2.0313 -0.5815 -2.4522  0.44
C 0.3244 3.1437 -0.5352  -0.10
C 1.7456 -0.7698 3.7294  -0.48
C 1.3161 0.2495 -2.5325  -1.14
C 2.1948 -0.4742 0.1331  -0.77
H 1.8986 0.6089 0.4369  -0.03
C 1.5568 -1.6642 -0.3783  -0.68
C 0.7770 -1.4549 2.9708  -0.21
C -2.3797 1.0343 -1.8073  0.78
H 0.4621 5.2790 -0.1791  0.38
C -2.2637 3.5758 -1.4544  -0.76
H -0.1101 -3.3335 2.4479  0.45
Cu -0.0011 0.3817 -0.9434  -0.89
H 1.8430 1.2185 -2.5129  0.23
N -1.6293 -0.0857 -1.6778  0.58
H -1.4418 -2.1492 -1.7074  0.45
H -4.3446 1.8061 -2.2579  0.32
C -4.2618 -0.4013 -2.4163  -0.37
C -0.1778 4.4679 -0.5363  -0.78
C -1.7116 2.2773 -1.4373  0.73
N -0.4441 2.1371 -0.9637  0.44
H 2.4355 -2.2007 -0.6928  0.41
C 0.7127 -2.8605 2.9659  -0.33
H -1.8975 5.6903 -1.0180  0.38
H -3.2956 3.6919 -1.8237  0.33
C -3.4493 -1.5250 -2.2721  -0.69
H 3.5422 -3.4884 4.7966  0.38
H 2.4920 -0.8749 1.1213  0.38
C -3.7375 0.8972 -2.1804  -0.88
H 0.9948 -2.1418 0.4395  -0.06
H 3.0023 -0.2833 -0.6117  0.53
C 1.7244 -3.5958 3.6008  -0.49
H 3.5306 -1.0043 4.9387  0.37
C -2.1098 -1.3430 -1.8848  -0.12
H -3.8076 -2.5545 -2.4412  0.36
C 2.7551 -1.5007 4.3759  -0.34
C -1.4871 4.6646 -1.0063  -0.37